Record 1
# C6H14O

C6H14O as an isolated structure (wB97M-V/def2-TZVPD, OMol25).

Positions of all 21 atoms, in Å:
1 C -3.39 0.02 -0.77
2 C -2.25 -0.33 0.18
3 C -0.87 -0.13 -0.45
4 C 0.28 -0.45 0.51
5 C 1.62 -0.32 -0.14
6 O 2.56 0.29 0.52
7 C 3.76 0.56 0.04
8 H -4.36 -0.12 -0.30
9 H -3.36 -0.61 -1.67
10 H -3.32 1.06 -1.10
11 H -2.32 0.28 1.09
12 H -2.35 -1.38 0.51
13 H -0.79 -0.76 -1.35
14 H -0.77 0.91 -0.80
15 H 0.13 -1.47 0.90
16 H 0.24 0.22 1.38
17 H 1.91 -0.96 -0.96
18 H 1.97 1.18 -1.52
19 H 4.18 -0.13 -0.69
20 H 4.40 1.08 0.74
21 H 2.72 1.42 -1.40

- Molecular weight: 102.177 g mol⁻¹
- ΔE to the lowest compared entry with this formula, charge and spin: 104.48 kcal/mol
- Frontier orbital gap (alpha / beta): 8.21 / 8.21 eV
- 2S+1: 1
- Total charge: 0
- Total energy: -8492.3616 eV

Want to see where the charge sits? The Löwdin charges in e are: atom 1 (C): -0.12, atom 2 (C): -0.28, atom 3 (C): -0.24, atom 4 (C): -0.18, atom 5 (C): -0.22, atom 6 (O): -0.15, atom 7 (C): -0.11, atom 8 (H): 0.07, atom 9 (H): 0.07, atom 10 (H): 0.07, atom 11 (H): 0.11, atom 12 (H): 0.11, atom 13 (H): 0.12, atom 14 (H): 0.12, atom 15 (H): 0.12, atom 16 (H): 0.12, atom 17 (H): 0.13, atom 18 (H): 0.08, atom 19 (H): 0.07, atom 20 (H): 0.06, atom 21 (H): 0.06

=====

Record 2
# C6H14O

C6H14O as an isolated structure (wB97M-V/def2-TZVPD, OMol25).

Positions of all 21 atoms, in Å:
1 C -2.96 0.70 -0.30
2 C -1.74 -0.09 0.17
3 C -0.74 -0.35 -0.95
4 C 0.46 -1.17 -0.51
5 C 1.74 -0.96 -1.07
6 O 2.42 -0.15 0.47
7 C 2.58 1.25 0.40
8 H -3.67 0.87 0.52
9 H -3.50 0.16 -1.09
10 H -2.67 1.67 -0.70
11 H -1.23 0.46 0.98
12 H -2.06 -1.05 0.60
13 H -1.27 -0.86 -1.78
14 H -0.39 0.61 -1.36
15 H 0.24 -2.19 -0.18
16 H 1.25 -0.53 0.52
17 H 2.47 -1.76 -1.11
18 H 1.91 -0.15 -1.78
19 H 3.50 1.50 -0.14
20 H 2.66 1.66 1.41
21 H 1.72 1.73 -0.11

- Molecular weight: 102.177 g mol⁻¹
- ΔE to the lowest compared entry with this formula, charge and spin: 87.37 kcal/mol
- Frontier orbital gap: 9.16 eV
- 2S+1: 1
- Total charge: 0
- Total energy: -8493.1035 eV

Want to see where the charge sits? The Löwdin charges in e are: atom 1 (C): -0.13, atom 2 (C): -0.28, atom 3 (C): -0.25, atom 4 (C): -0.24, atom 5 (C): -0.02, atom 6 (O): -0.25, atom 7 (C): -0.16, atom 8 (H): 0.07, atom 9 (H): 0.07, atom 10 (H): 0.07, atom 11 (H): 0.11, atom 12 (H): 0.11, atom 13 (H): 0.11, atom 14 (H): 0.11, atom 15 (H): 0.11, atom 16 (H): 0.14, atom 17 (H): 0.10, atom 18 (H): 0.11, atom 19 (H): 0.08, atom 20 (H): 0.08, atom 21 (H): 0.08

=====

Record 3
# C6H14O

An isolated ion of composition C6H14O and charge +1 at a distorted geometry (wB97M-V/def2-TZVPD, OMol25).

Positions of all 21 atoms, in Å:
1 C 0.18 -0.30 1.98
2 O 0.03 -1.61 2.44
3 C -1.06 -0.10 1.06
4 C -1.03 -0.88 -0.21
5 C -0.61 -0.23 -1.50
6 C 0.84 0.16 -1.67
7 C 0.90 1.65 -1.11
8 H 0.25 0.28 2.86
9 H 1.21 -0.12 1.60
10 H 0.99 -1.65 3.04
11 H -1.27 1.02 1.04
12 H -1.98 -0.50 1.65
13 H -1.85 -1.70 -0.27
14 H -0.29 -1.66 -0.05
15 H -1.27 0.56 -1.87
16 H -0.78 -1.00 -2.23
17 H 1.53 -0.37 -1.00
18 H 1.23 0.25 -2.73
19 H 1.59 1.68 -0.17
20 H 1.43 2.34 -1.83
21 H -0.06 2.18 -1.03

- Molecular weight: 102.177 g mol⁻¹
- ΔE to the lowest compared entry with this formula, charge and spin: 81.88 kcal/mol
- Frontier orbital gap (alpha / beta): 9.70 / 4.22 eV
- 2S+1: 2
- Total charge: +1
- Total energy: -8484.0029 eV

Want to see where the charge sits? The Löwdin charges in e are: atom 1 (C): -0.15, atom 2 (O): 0.18, atom 3 (C): -0.15, atom 4 (C): -0.21, atom 5 (C): -0.24, atom 6 (C): -0.22, atom 7 (C): -0.12, atom 8 (H): 0.15, atom 9 (H): 0.19, atom 10 (H): 0.28, atom 11 (H): 0.15, atom 12 (H): 0.16, atom 13 (H): 0.17, atom 14 (H): 0.11, atom 15 (H): 0.13, atom 16 (H): 0.11, atom 17 (H): 0.10, atom 18 (H): 0.13, atom 19 (H): 0.08, atom 20 (H): 0.08, atom 21 (H): 0.07

=====

Record 4
# C6H14O2

A 3-piece molecular cluster, C6H14O2 overall at a distorted geometry (wB97M-V/def2-TZVPD, OMol25).

Positions of all 22 atoms, in Å:
1 C 1.45 -2.32 -1.34
2 C 0.89 -2.13 0.06
3 C 0.75 -0.64 0.27
4 C -0.30 0.11 0.68
5 C -0.10 1.50 0.34
6 C -1.03 2.45 0.26
7 H 0.74 -1.87 -2.00
8 H 1.67 -3.32 -1.61
9 H 2.35 -1.67 -1.31
10 H 1.44 -2.77 0.73
11 H -0.18 -2.51 0.18
12 H 1.74 -0.09 -0.10
13 H -1.22 -0.27 1.02
14 H 0.93 1.70 0.39
15 H -2.07 2.17 0.29
16 H -0.87 3.39 0.02
17 H -0.86 -0.19 3.30
18 H -0.26 1.04 3.99
19 O -0.29 0.58 3.16
20 H -1.23 -0.05 -2.52
21 H -1.05 1.45 -2.75
22 O -1.10 0.57 -3.32

- Molecular weight: 118.176 g mol⁻¹
- ΔE to the lowest compared entry with this formula, charge and spin: 52.82 kcal/mol
- Frontier orbital gap (alpha / beta): 2.71 / 6.44 eV
- 2S+1: 2
- Total charge: -1
- Total energy: -10540.1783 eV

Want to see where the charge sits? The Löwdin charges in e are: atom 1 (C): -0.16, atom 2 (C): -0.34, atom 3 (C): -0.24, atom 4 (C): -0.25, atom 5 (C): -0.30, atom 6 (C): -0.12, atom 7 (H): 0.05, atom 8 (H): 0.03, atom 9 (H): 0.06, atom 10 (H): 0.06, atom 11 (H): 0.10, atom 12 (H): 0.11, atom 13 (H): 0.07, atom 14 (H): 0.06, atom 15 (H): 0.01, atom 16 (H): -0.07, atom 17 (H): 0.04, atom 18 (H): 0.02, atom 19 (O): -0.07, atom 20 (H): 0.05, atom 21 (H): 0.07, atom 22 (O): -0.19

=====

Record 5
# C6H14O2

A 3-piece molecular cluster, C6H14O2 overall at a distorted geometry (wB97M-V/def2-TZVPD, OMol25).

Positions of all 22 atoms, in Å:
1 C 0.31 -0.36 -2.44
2 C -0.34 0.53 -1.71
3 C 0.23 1.05 -0.43
4 C 0.34 2.54 -0.38
5 C 0.62 0.23 0.55
6 C 1.13 0.58 1.92
7 H 1.27 -0.78 -2.20
8 H -0.18 -0.62 -3.36
9 H -1.32 0.89 -1.96
10 H -0.52 3.02 -0.87
11 H 1.21 2.96 -0.86
12 H 0.33 3.05 0.59
13 H 0.61 -0.85 0.39
14 H 0.38 0.27 2.64
15 H 1.35 1.63 2.06
16 H 2.04 0.01 2.13
17 O 0.25 -2.72 2.00
18 H 0.43 -3.64 1.79
19 H -0.72 -2.80 2.11
20 O -2.80 -1.52 -0.71
21 H -2.05 -1.41 -1.30
22 H -2.55 -2.05 0.05

- Molecular weight: 118.176 g mol⁻¹
- ΔE to the lowest compared entry with this formula, charge and spin: 45.35 kcal/mol
- Frontier orbital gap: 9.06 eV
- 2S+1: 1
- Total charge: 0
- Total energy: -10542.6501 eV

Want to see where the charge sits? The Löwdin charges in e are: atom 1 (C): 0.01, atom 2 (C): -0.17, atom 3 (C): -0.31, atom 4 (C): -0.07, atom 5 (C): -0.12, atom 6 (C): -0.09, atom 7 (H): 0.07, atom 8 (H): 0.05, atom 9 (H): 0.11, atom 10 (H): 0.08, atom 11 (H): 0.08, atom 12 (H): 0.07, atom 13 (H): 0.09, atom 14 (H): 0.07, atom 15 (H): 0.06, atom 16 (H): 0.08, atom 17 (O): -0.06, atom 18 (H): 0.04, atom 19 (H): 0.04, atom 20 (O): -0.05, atom 21 (H): 0.01, atom 22 (H): 0.02

=====

Record 6
# C6H14O2

One molecule with the formula C6H14O2 at a distorted geometry (wB97M-V/def2-TZVPD, OMol25).

Positions of all 22 atoms, in Å:
1 C 1.08 -1.57 1.59
2 C 0.86 -1.00 0.26
3 C 2.00 -1.12 -0.69
4 O 0.32 0.28 0.41
5 C -0.68 0.56 -0.44
6 C -1.97 -0.14 -0.06
7 C -0.81 2.04 -0.73
8 O -1.07 2.75 0.59
9 H 0.13 -1.46 2.07
10 H 1.51 -2.59 1.51
11 H 1.80 -0.99 2.14
12 H 0.04 -1.60 -0.15
13 H 1.80 -0.46 -1.58
14 H 2.13 -2.22 -1.01
15 H 2.90 -0.64 -0.14
16 H -0.61 0.26 -1.51
17 H -2.67 0.03 -0.91
18 H -1.91 -1.18 0.15
19 H -2.42 0.61 0.72
20 H 0.13 2.45 -1.15
21 H -1.57 2.26 -1.51
22 H -0.99 3.74 0.44

- Molecular weight: 118.176 g mol⁻¹
- ΔE to the lowest compared entry with this formula, charge and spin: 54.89 kcal/mol
- Frontier orbital gap: 10.55 eV
- 2S+1: 1
- Total charge: 0
- Total energy: -10542.2365 eV

Want to see where the charge sits? The Löwdin charges in e are: atom 1 (C): -0.04, atom 2 (C): -0.55, atom 3 (C): -0.05, atom 4 (O): -0.05, atom 5 (C): -0.50, atom 6 (C): -0.03, atom 7 (C): -0.15, atom 8 (O): -0.11, atom 9 (H): 0.08, atom 10 (H): 0.10, atom 11 (H): 0.08, atom 12 (H): 0.13, atom 13 (H): 0.09, atom 14 (H): 0.11, atom 15 (H): 0.11, atom 16 (H): 0.14, atom 17 (H): 0.09, atom 18 (H): 0.06, atom 19 (H): 0.12, atom 20 (H): 0.12, atom 21 (H): 0.12, atom 22 (H): 0.10